(1)
Formula: C2H10N3
Source: the Open Molecules 2025 dataset
Level of theory: ωB97M-V/def2-TZVPD

```
15
Properties=species:S:1:pos:R:3:forces:R:3
C -2.50029 -0.10946 -0.19276 5.8351 1.0626 -0.5938
C -0.76008 -0.07081 -0.01202 -10.5625 -0.5777 -2.5453
N -0.27118 1.12407 0.22619 2.3594 4.8106 0.4253
N -0.19344 -1.24940 0.02489 3.6940 -2.3220 0.6978
N 2.30328 0.55995 -0.10770 2.0884 0.6992 5.0907
H -2.66297 -1.03201 -0.70439 -1.0863 -1.2794 1.1694
H -2.56490 0.49032 -1.07929 -0.5738 1.3036 -0.0718
H -2.77414 0.36277 0.74166 -1.3601 -0.8132 -0.1187
H 0.79094 1.04204 0.03489 -0.1279 0.9453 1.0287
H -0.87670 2.01075 0.08738 1.3662 -2.1444 0.3553
H -0.82809 -2.03767 0.02810 0.6021 -0.3113 0.1852
H 0.82941 -1.30315 -0.11743 -0.9630 -0.7622 -0.0178
H 2.75937 1.50334 0.14695 -0.6713 -2.1167 -0.4313
H 2.88608 -0.23376 0.35817 -1.2615 2.0331 -1.2995
H 2.29960 0.50544 -1.05075 0.6613 -0.5275 -3.8741
```
Positions in Å, forces in eV/Å.

The electronic energy comes out at -6693.655 eV. The multiplicity is 3. The energy relative to the best compared isomer or geometry (same formula, charge and spin) comes out at 178.3 kJ/mol. The HOMO energy (alpha / beta) comes out at -9.71 / -14.91 eV. The gap between HOMO and LUMO (alpha / beta) comes out at 6.508 / 6.729 eV. Its total charge is +1.

(2)
Formula: C2H10N3O
Source: the Open Molecules 2025 dataset
Level of theory: ωB97M-V/def2-TZVPD

```
16
Properties=species:S:1:pos:R:3:forces:R:3
C 2.28286 -0.81188 0.04456 0.9577 4.2273 -3.9439
N 0.95979 -0.51511 -0.53876 3.2513 -0.1104 -2.9987
C -0.21689 -0.83223 -0.05754 1.8549 -0.2177 1.2546
N -0.74027 -2.04037 0.16482 -2.7724 -4.4005 1.9265
N -0.98183 0.17954 0.18403 -6.3546 6.9766 3.7795
H 2.80575 -1.43111 -0.76146 0.0241 0.6208 1.8494
H 2.25208 -1.14905 1.03242 -0.1700 -0.9854 1.2532
H 2.85179 0.37470 0.12038 -1.0352 -3.5688 -0.1651
H 0.93329 -0.27448 -1.57725 0.7663 -0.4085 1.5778
H -0.27643 -2.67928 0.88158 -0.5860 1.1134 -1.1160
H -1.79229 -1.99976 0.43227 2.5764 -0.0883 -0.8018
H -1.58536 0.16074 1.03510 -0.3297 -1.5973 -0.6115
H -0.85405 1.21509 0.44594 1.8207 -1.8036 -2.1305
H -1.33989 3.72620 -0.73767 -0.0340 -0.3992 -0.0153
H -0.85593 3.70476 0.68900 -0.0978 -0.3917 -0.2067
O -1.14983 3.10606 -0.01913 0.1283 1.0331 0.3483
```
Positions in Å, forces in eV/Å.

The electronic energy comes out at -8749.496 eV. The multiplicity is 2. The energy relative to the best compared isomer or geometry (same formula, charge and spin) comes out at 226.2 kJ/mol. The HOMO energy (alpha / beta) comes out at -4.25 / -7.99 eV. The gap between HOMO and LUMO (alpha / beta) comes out at 4.892 / 8.593 eV. Its total charge is 0.

(3)
Formula: C2H10N3O
Source: the Open Molecules 2025 dataset
Level of theory: ωB97M-V/def2-TZVPD

```
16
Properties=species:S:1:pos:R:3:forces:R:3
C -0.59381 0.69012 -1.19716 -0.5583 -0.9918 2.0010
C 1.31361 -0.56769 0.16144 -0.9658 4.5621 0.3979
N 1.97614 -1.42339 -0.60667 0.5650 -2.3525 -0.5220
N -1.81862 1.90105 0.30416 -1.4421 0.0017 3.8460
N 0.26638 -0.89305 1.23350 2.1800 0.5668 -1.6527
O -1.57761 0.55760 -0.14658 1.1553 1.2412 -1.6693
H -0.39595 1.63318 -1.69818 -0.2762 0.0127 0.5390
H -0.67391 -0.20852 -1.72783 0.1440 -0.9640 -1.1702
H 1.68613 0.49769 0.24837 -0.3597 -1.7980 0.1122
H 2.86434 -1.16768 -1.04601 -0.6094 -0.0190 0.5630
H 1.59306 -2.32305 -0.92250 0.1811 0.8415 0.1604
H -2.28014 1.77484 1.33154 1.3445 0.3208 -3.1385
H -2.59138 2.26864 -0.25597 0.0287 -0.3589 -0.0822
H 0.39621 -1.86357 1.46948 -0.9122 -0.7059 0.0293
H 0.42917 -0.36735 2.09183 0.1398 0.2015 -0.0465
H -0.59362 -0.50882 0.76056 -0.6147 -0.5582 0.6328
```
Positions in Å, forces in eV/Å.

The electronic energy comes out at -8741.612 eV. The energy relative to the best compared isomer or geometry (same formula, charge and spin) comes out at 726.5 kJ/mol. The HOMO energy (alpha / beta) comes out at -11.33 / -11.79 eV. The gap between HOMO and LUMO (alpha / beta) comes out at 8.067 / 8.464 eV. Its total charge is +1.

(4)
Formula: C2H10N4
Source: the Open Molecules 2025 dataset
Level of theory: ωB97M-V/def2-TZVPD

```
16
Properties=species:S:1:pos:R:3:forces:R:3
N -1.89252 -2.59026 -0.87303 0.7826 -1.9925 -0.8304
C -0.61228 -1.95157 -1.36975 -4.2348 2.2079 1.2186
N -0.93175 -1.00428 -2.47770 0.7491 -0.8481 -0.4033
H -2.52565 -1.96158 -0.43296 -0.1394 0.4750 0.4370
H -1.81852 -3.47907 -0.33542 0.1675 1.2651 -0.5921
H -0.34437 -1.34389 -0.48711 1.1403 -0.1983 -0.7773
H 0.03428 -2.72450 -1.66591 1.0865 -0.5919 -0.3297
H -1.05636 -1.47694 -3.38183 0.1700 -0.0091 0.7173
H -1.78520 -0.46091 -2.36296 0.2872 -0.2948 0.5711
N 1.10824 1.47295 2.34037 0.9637 0.5532 2.0486
C 1.63411 2.51158 1.51125 -0.2412 0.1729 -0.5118
N 1.69655 3.70378 1.97005 0.8042 0.7460 -1.4175
H 1.00667 1.95282 3.27458 -0.2640 -0.5689 -1.1981
H 1.68657 0.63078 2.61159 -0.5274 1.2823 -1.3923
H 1.78140 2.26204 0.42550 0.1353 -0.0910 1.0943
H 2.01884 4.45904 1.25335 -0.8797 -2.1077 1.3654
```
Positions in Å, forces in eV/Å.

The electronic energy comes out at -8195.310 eV. The energy relative to the best compared isomer or geometry (same formula, charge and spin) comes out at 147.1 kJ/mol. The HOMO energy comes out at -8.96 eV. The gap between HOMO and LUMO comes out at 9.909 eV. Its total charge is 0. As for the SMILES: [H]/N=C/N.NCN.

(5)
Formula: C2H10N4
Source: the Open Molecules 2025 dataset
Level of theory: ωB97M-V/def2-TZVPD

```
16
Properties=species:S:1:pos:R:3:forces:R:3
C 0.95162 1.46167 0.75140 0.2012 -0.1629 -0.3381
C 1.15466 0.68618 -0.54226 -0.1401 -1.5323 0.7324
N 0.12892 1.00271 -1.51007 -0.3602 -0.0949 -1.0789
H -0.77868 0.67019 -1.18438 0.2555 0.2124 0.0903
H 1.10017 -0.43360 -0.29838 0.6406 1.4083 -0.2429
H 1.75769 1.24660 1.45094 0.0227 0.0108 0.0902
H 0.01185 1.16668 1.21333 -0.1461 0.0616 0.1071
H 0.93493 2.52797 0.54596 -0.0639 0.1610 0.0555
N -0.56075 -1.80211 0.03124 -0.2504 -0.6833 -0.1591
N -1.07165 -1.63434 1.24563 -0.6315 0.3831 0.1382
N -1.25407 -1.63622 -0.98290 0.1290 0.0467 -0.0636
H 2.12936 0.92307 -0.97673 -0.0619 -0.1147 0.0397
H -0.52348 -1.94713 2.02805 0.0387 0.1226 -0.1745
H -2.02537 -1.29077 1.37454 0.2892 -0.2515 -0.0672
H 0.28706 0.42198 -2.34653 -0.0669 0.4773 0.4412
H -2.24225 -1.36289 -0.79984 0.1441 -0.0442 0.4298
```
Positions in Å, forces in eV/Å.

The electronic energy comes out at -8194.436 eV. The energy relative to the best compared isomer or geometry (same formula, charge and spin) comes out at 231.5 kJ/mol. The HOMO energy comes out at -8.74 eV. The gap between HOMO and LUMO comes out at 9.602 eV. Its total charge is 0. As for the SMILES: [H]/N=N\N.CCN.

(6)
Formula: C2H10N4
Source: the Open Molecules 2025 dataset
Level of theory: ωB97M-V/def2-TZVPD

```
16
Properties=species:S:1:pos:R:3:forces:R:3
C -1.09176 1.52731 -0.59017 -0.1106 0.0006 -0.3583
N 0.27022 1.14981 -0.91047 0.1534 0.0571 0.6629
H 0.64855 1.78399 -1.61170 -0.1653 -0.2582 -0.2386
H 1.09417 0.66652 0.43167 0.3877 -0.7745 -0.1858
H -1.50577 0.83974 0.15916 0.0245 -0.0253 -0.0041
H -1.76660 1.49078 -1.46138 -0.0907 -0.0157 0.1227
H -1.19156 2.53924 -0.16251 0.0838 -0.1166 -0.0539
N 0.51348 -0.77181 1.86696 -0.3255 0.3268 -0.0559
N -0.25593 -1.83302 -0.45966 0.1557 0.4011 0.1105
C 0.72554 -0.91423 -0.47493 -0.2373 0.2551 -0.4709
N 1.24735 -0.40510 0.68399 0.0784 0.3345 0.6840
H 1.13024 -1.25766 2.50870 0.1664 0.0392 -0.1973
H 0.27255 0.10680 2.32124 -0.1248 -0.2721 0.0196
H -0.85207 -1.83725 0.35761 0.0945 -0.0282 -0.0532
H -0.62524 -2.17035 -1.33127 0.0420 0.0587 0.0614
H 1.38685 -0.91478 -1.32724 -0.1323 0.0175 -0.0431
```
Positions in Å, forces in eV/Å.

The electronic energy comes out at -8193.178 eV. The energy relative to the best compared isomer or geometry (same formula, charge and spin) comes out at 352.9 kJ/mol. The HOMO energy comes out at -7.14 eV. The gap between HOMO and LUMO comes out at 8.127 eV. Its total charge is 0.

(7)
Formula: C2H10N4O
Source: the Open Molecules 2025 dataset
Level of theory: ωB97M-V/def2-TZVPD

```
17
Properties=species:S:1:pos:R:3:forces:R:3
C 0.77049 0.51546 1.60133 -0.1519 -0.1354 -0.2275
O -0.11282 1.68267 1.65230 0.1078 0.0861 0.0829
H 0.27733 2.38893 2.18087 -0.0277 -0.1269 -0.0412
H 0.76457 0.01399 2.58013 0.0127 0.1066 -0.0031
H 1.79552 0.81938 1.36809 -0.0256 0.0619 0.0519
H -0.67746 -0.60895 0.80449 0.0399 0.0751 -0.0119
N -0.52563 -1.09895 -0.10982 -0.0685 -0.0729 -0.2957
C 0.41549 -0.08539 -0.79403 -0.2061 -0.2404 -0.2382
N -1.70410 -1.54811 -0.84550 0.4533 0.2553 0.2052
N -0.29974 1.08052 -1.03193 0.0741 -0.0704 0.1254
N 1.39707 -0.46487 -1.51373 -0.2458 0.0797 0.3089
H 0.02384 -1.91526 0.15831 -0.0012 0.0594 -0.0451
H -1.36296 -1.92841 -1.72594 0.0119 0.0436 0.0480
H -2.19244 -0.68634 -1.08125 0.0353 -0.0217 -0.0002
H 0.16757 1.62584 -1.74414 0.0181 -0.0423 0.0349
H -0.43581 1.62547 -0.17169 0.0285 -0.0811 -0.0058
H 1.69912 -1.41600 -1.32751 -0.0548 0.0234 0.0114
```
Positions in Å, forces in eV/Å.

The electronic energy comes out at -10239.485 eV. The energy relative to the best compared isomer or geometry (same formula, charge and spin) comes out at 544.3 kJ/mol. The HOMO energy comes out at -6.75 eV. The gap between HOMO and LUMO comes out at 7.451 eV. Its total charge is 0.

(8)
Formula: C2H10N4O
Source: the Open Molecules 2025 dataset
Level of theory: ωB97M-V/def2-TZVPD

```
17
Properties=species:S:1:pos:R:3:forces:R:3
N -0.68919 1.50839 -0.27280 -1.5165 1.2213 2.9284
C -1.12751 1.92462 1.28909 1.6503 -0.1857 -2.9857
O -1.99525 1.08625 1.75348 -0.3482 0.0689 0.7035
H -1.62360 1.65951 -0.64589 0.2893 -0.0493 -0.8610
H -0.12103 2.32645 -0.47075 0.2107 -0.2469 -0.7857
H -0.14872 1.98162 1.79084 -0.2780 -0.1927 0.5889
H -1.44735 2.96983 1.13528 -0.5068 -0.1115 0.6424
N 0.76330 -0.96279 -1.77571 -0.4158 -0.1287 0.2162
C 0.70062 -1.46947 -0.46089 0.1951 0.0116 0.6436
N 1.51675 -2.49071 -0.19779 -0.1760 0.7293 -0.3811
N -0.12700 -0.94756 0.41987 0.5559 0.1979 -1.0821
H -0.19738 -0.80918 -2.06319 -0.0906 -0.1301 -0.3146
H 1.15981 -0.03190 -1.78805 0.4388 0.0720 0.0487
H 2.24829 -2.63726 -0.87699 -0.1117 -0.4219 0.0030
H 1.59162 -2.89162 0.72236 0.1077 -0.0083 -0.0020
H -0.04427 -1.34358 1.34718 -0.4700 0.3280 0.1238
H -0.45910 0.12740 0.09395 0.4656 -1.1540 0.5138
```
Positions in Å, forces in eV/Å.

The electronic energy comes out at -10235.535 eV. The multiplicity is 2. The energy relative to the best compared isomer or geometry (same formula, charge and spin) comes out at 0.0 kJ/mol. The HOMO energy (alpha / beta) comes out at -14.85 / -14.70 eV. The gap between HOMO and LUMO (alpha / beta) comes out at 11.872 / 8.381 eV. Its total charge is +1.